# C27H24N4O2SeTc

C27H24N4O2SeTc as an isolated structure in a non-equilibrium geometry (ωB97M-V/def2-TZVPD, the OMol25 dataset).

```
59
Properties=species:S:1:pos:R:3
H 12.846 12.019 10.353
H 14.890 11.043 5.987
C 13.784 10.296 7.646
H 7.324 11.311 14.253
C 7.495 8.471 14.585
O 11.227 11.184 8.886
C 6.144 12.600 10.488
C 14.474 9.271 11.458
C 7.311 11.972 9.979
H 13.649 7.048 8.501
H 15.025 6.819 6.506
C 14.741 7.819 6.860
H 14.717 8.244 11.193
C 7.481 5.830 14.724
C 15.073 9.821 12.569
N 12.140 8.082 10.211
C 7.727 7.167 14.091
N 10.328 9.389 10.020
N 8.195 7.329 12.828
H 13.411 11.302 7.900
C 10.827 8.151 10.407
C 8.181 10.868 13.724
C 13.938 7.926 7.999
H 9.067 11.045 14.342
H 8.565 6.657 12.141
H 15.644 8.785 5.196
C 6.023 13.936 10.294
C 15.105 8.924 6.136
H 8.342 11.329 12.719
H 8.939 14.674 8.691
C 7.920 9.393 13.597
C 14.844 11.160 12.908
H 14.026 13.057 12.262
C 13.534 10.007 10.740
H 8.368 5.530 15.297
C 7.589 10.640 10.305
C 8.335 12.744 9.354
H 7.309 5.081 13.945
Se 6.809 8.112 9.180
N 8.287 8.669 12.481
C 13.418 11.367 10.976
H 5.371 11.985 10.935
C 11.343 10.100 9.446
C 8.113 14.092 9.169
H 5.105 14.375 10.691
H 9.323 12.280 9.091
H 6.871 15.780 9.469
H 12.668 7.281 10.516
H 7.132 8.787 15.578
C 13.471 9.176 8.402
C 14.642 10.134 6.559
H 6.614 5.932 15.376
O 9.989 7.321 10.816
H 15.727 9.207 13.167
C 6.986 14.692 9.659
C 12.686 9.327 9.662
C 14.056 11.956 12.035
H 15.325 11.548 13.827
Tc 8.389 9.066 10.512
```

Relative energy (zero: lowest compared OMol25 entry of this formula, charge and spin) = 0.00 kcal per mole
2S+1 = 1
Electronic energy = -3894.77277 Eh
Gap between HOMO and LUMO (alpha / beta) = 5.95 / 5.95 eV
HOMO (alpha / beta) = -10.5 / -10.5 eV
Total charge = +1

# C4H8O2

A 2-piece molecular cluster, C4H8O2 overall in a non-equilibrium geometry (ωB97M-V/def2-TZVPD, the OMol25 dataset).

```
14
Properties=species:S:1:pos:R:3
H -0.204 -0.993 1.625
H 0.167 0.657 -2.253
H 1.805 6.041 0.079
O -0.536 0.005 -2.049
H 0.358 5.449 0.528
H 0.266 -2.912 2.883
H -0.501 -4.121 1.720
H -0.408 0.315 0.114
C -0.087 -3.143 1.871
O 1.179 5.173 0.142
C -0.347 -0.390 -0.700
C -0.351 -1.704 -0.321
H -0.688 -2.407 -1.138
C -0.205 -2.005 1.099
```

Relative energy (zero: lowest compared OMol25 entry of this formula, charge and spin) = 75.92 kcal per mole
2S+1 = 1
Electronic energy = -307.59144 Eh
Gap between HOMO and LUMO = 8.99 eV
HOMO = -8.3 eV
Total charge = 0
Structure (SMILES) = C=C/C=C/O.O

# C12H27N2

A 2-piece molecular cluster, C12H27N2 overall in a non-equilibrium geometry (ωB97M-V/def2-TZVPD, the OMol25 dataset).

```
41
Properties=species:S:1:pos:R:3
H -1.732 2.061 -2.080
H -1.677 -2.173 1.961
C 0.335 2.573 -0.233
H 0.766 0.327 1.065
H -2.446 -2.420 -1.496
C 0.147 0.039 -0.715
H 3.332 -1.729 -0.402
C 3.383 0.583 1.386
H 0.032 -1.711 1.314
H 0.367 2.377 0.781
H -0.511 3.279 -0.510
H -0.268 2.281 -2.971
H 4.204 1.171 1.176
H -3.509 -1.192 -1.549
H 2.327 1.052 -0.534
C -2.461 -1.896 1.211
H -0.033 -0.888 -1.284
H -3.347 -1.475 1.719
H 4.400 -0.465 -1.049
H -3.634 0.591 1.759
H -2.555 1.968 1.744
H -1.757 -0.912 -2.107
N -2.303 0.374 0.350
H 2.781 1.040 2.037
C 0.945 -1.573 0.826
H 1.341 2.960 -0.552
H 1.749 -1.953 1.389
C -0.095 1.304 -1.052
H 3.699 -0.303 1.890
H 2.871 -0.907 -1.788
C -2.517 -1.311 -1.452
C -2.321 -0.852 0.081
C 2.547 0.194 0.100
C 3.332 -0.727 -0.844
H -2.936 -2.780 0.724
H -1.034 0.800 -2.941
N 1.140 -0.226 0.376
C -2.653 0.865 1.580
H 0.969 -2.313 0.040
H -2.145 0.392 2.356
C -0.731 1.574 -2.306
```

Relative energy (zero: lowest compared OMol25 entry of this formula, charge and spin) = 93.16 kcal per mole
2S+1 = 1
Electronic energy = -582.54203 Eh
Gap between HOMO and LUMO = 9.62 eV
HOMO = -12.0 eV
Total charge = +1

The lowest total charge belongs to which entry? C4H8O2

Which of these has the highest electronic energy? C4H8O2

Look up the total charge of the first one. +1